1.
33
Properties=species:S:1:pos:R:3 method="wB97M-V/def2-TZVPD" orbital_gap_ev="6.614 / 4.390" lumo_ha="-0.32396 / -0.44137" energy_ha=-3383.265359 s_squared=2.02 multiplicity=3 charge=+2
H -0.322 2.816 0.864
N 0.022 1.525 -0.834
B 0.619 0.662 -3.130
N 0.546 1.804 -2.087
C 0.880 3.120 -2.188
W -0.554 -0.649 -0.395
H 1.319 3.493 -3.111
C 0.535 3.721 -0.979
H 0.669 4.773 -0.774
C 0.008 2.711 -0.164
H 1.108 1.061 -4.154
C -1.402 -2.184 0.501
H -1.660 -2.083 1.550
H -0.617 -2.927 0.436
H -2.329 -2.577 0.013
N -0.769 0.094 -3.232
N 1.566 -0.396 -2.458
N -1.471 -0.428 -2.122
N 1.211 -1.044 -1.278
C -1.541 -0.028 -4.317
C 2.743 -0.911 -2.859
H -1.156 0.321 -5.281
H 3.150 -0.537 -3.789
C -2.749 -0.614 -3.962
C 3.170 -1.868 -1.928
C -2.680 -0.860 -2.590
C 2.206 -1.908 -0.919
H -3.570 -0.826 -4.621
H 4.069 -2.444 -2.018
H -3.389 -1.311 -1.929
H 2.151 -2.464 0.002
H -2.193 -0.612 -0.243
Br 0.355 0.089 1.848



2.
33
Properties=species:S:1:pos:R:3 method="wB97M-V/def2-TZVPD" e_above_lowest_kcal_mol=45.64 orbital_gap_ev="4.348 / 4.585" lumo_ha="-0.69529 / -0.67815" energy_ha=-1279.295666 s_squared=3.86 multiplicity=4 charge=+4
C 2.776 -0.513 1.284
N 1.487 -0.354 0.911
N 1.484 0.169 -0.380
C 2.758 0.238 -0.816
C 3.603 -0.145 0.215
B 0.246 0.510 -1.266
N -0.669 -0.746 -0.845
N -0.945 -1.310 0.444
C -1.749 -2.431 0.217
C -1.749 -2.683 -1.149
C -1.052 -1.659 -1.764
Re -0.003 -1.459 2.175
N -0.256 2.067 -1.375
N -0.484 2.870 -0.281
C -0.979 4.035 -0.692
C -0.948 4.094 -2.106
C -0.489 2.830 -2.499
H -1.348 4.743 0.036
H -0.289 2.447 -3.481
H -1.243 4.941 -2.691
H 0.602 0.287 -2.426
H -0.764 -1.552 -2.803
H 2.939 0.592 -1.825
H -2.197 -3.547 -1.616
H 4.677 -0.151 0.221
H -2.281 -2.923 1.018
H 2.984 -0.809 2.305
H -2.404 -1.094 2.563
C -1.688 -1.724 3.143
H -2.168 -2.712 3.199
H 0.935 -2.691 2.421
H -1.608 -1.280 4.158
Cl 0.825 -0.040 3.706



3.
39
Properties=species:S:1:pos:R:3 method="wB97M-V/def2-TZVPD" orbital_gap_ev="6.514 / 3.859" lumo_ha="-0.34895 / -0.44562" energy_ha=-1712.493841 s_squared=2.04 multiplicity=3 charge=+2
C 2.769 -0.113 0.082
N 1.565 -0.253 -0.495
N 1.699 -0.084 -1.850
C 3.019 0.043 -2.143
C 3.725 0.037 -0.938
B 0.490 0.089 -2.809
N -0.474 -1.097 -2.502
N -0.796 -1.518 -1.211
C -1.728 -2.476 -1.321
C -1.900 -2.790 -2.673
C -1.083 -1.924 -3.387
Pd 0.003 -0.996 0.744
N -0.160 1.512 -2.497
N -0.541 1.636 -1.194
C -0.940 2.863 -0.948
C -0.904 3.577 -2.171
C -0.398 2.687 -3.130
H -1.219 3.127 0.060
H -0.189 2.772 -4.187
H -1.202 4.595 -2.280
H 0.828 0.098 -3.951
H -0.896 -1.842 -4.450
H 3.370 0.117 -3.168
H -2.540 -3.553 -3.076
H 4.779 0.139 -0.800
H -2.239 -2.879 -0.448
H 2.904 -0.082 1.148
H -1.940 -0.148 1.043
C -1.747 -1.096 1.617
H -2.546 -1.801 1.281
H -0.777 -1.899 1.625
H -1.835 -0.816 2.695
F 0.883 -0.693 3.385
Te 0.822 1.227 3.311
F 2.714 1.209 2.985
F -1.017 1.173 3.833
F 1.251 1.158 5.178
F 0.826 3.140 3.387
O 0.410 1.086 1.503



4.
33
Properties=species:S:1:pos:R:3 method="wB97M-V/def2-TZVPD" orbital_gap_ev="5.142 / 4.542" lumo_ha="-0.68634 / -0.70830" energy_ha=-921.489825 s_squared=3.81 multiplicity=4 charge=+4
C 2.879 -0.270 1.231
N 1.645 -0.269 0.691
N 1.730 -0.007 -0.662
C 3.037 0.046 -0.984
C 3.789 -0.091 0.180
B 0.486 0.162 -1.589
N -0.520 -0.968 -1.245
N -0.926 -1.263 0.080
C -1.781 -2.327 -0.003
C -1.884 -2.726 -1.347
C -1.069 -1.870 -2.080
Tc -0.099 -0.571 1.830
N -0.197 1.563 -1.372
N -0.681 1.730 -0.108
C -1.166 2.965 -0.003
C -1.048 3.618 -1.254
C -0.423 2.683 -2.095
H -1.555 3.336 0.930
H -0.135 2.754 -3.143
H -1.371 4.610 -1.479
H 0.829 0.097 -2.738
H -0.820 -1.817 -3.137
H 3.295 0.175 -2.026
H -2.486 -3.538 -1.726
H 4.857 -0.058 0.273
H -2.248 -2.716 0.889
H 3.005 -0.363 2.303
H -1.889 -0.239 2.665
C -1.487 -1.203 3.127
H -2.150 -2.026 2.857
H -0.315 -1.515 3.097
H -1.603 -0.978 4.187
F 0.298 1.077 2.650